Record 1
61
Properties=species:S:1:pos:R:3:mulliken_charge:R:1 method="wB97M-V/def2-TZVPD" total_charge=0 homo_lumo_gap_ev=6.0 de_lowest_kcal_mol=47.4 homo_energy_ev=-7.15 total_energy_ev=-38044.788
C 0.7011 0.8427 6.3759 2.238
H -3.7009 -1.2377 2.8047 0.284
H 1.5007 2.4862 4.0674 0.379
H -3.4724 1.6638 7.0655 0.351
H -1.9337 0.9890 1.6312 0.349
H 5.5606 -0.9276 7.2397 0.375
C 4.3719 0.7125 6.5671 -0.156
C 0.4202 2.2419 6.7140 0.911
H 3.8386 -0.9732 7.6787 0.375
C 4.6938 2.5196 5.2409 -0.533
H -3.1231 -1.0913 1.1253 0.309
C -0.9845 2.3574 6.8319 0.145
N 5.2724 1.6508 6.1728 0.235
H -1.3100 5.6396 7.5842 0.384
H -3.0430 0.0573 7.7188 0.322
H 2.1423 -2.2757 2.2918 0.307
H -2.6040 1.0345 3.2850 0.192
C 3.3488 2.1093 5.0583 0.778
C -0.0832 0.3155 3.1857 0.546
O -0.2379 1.5414 3.3110 -0.718
C 5.1924 3.6918 4.6927 -0.988
H 3.3346 -1.3175 1.3508 0.353
C -0.5522 0.1700 6.4186 0.127
H -1.4653 -1.4323 5.3627 0.247
H -4.2766 0.0758 1.7667 0.418
C -2.9238 0.7452 6.8692 -0.983
H -1.3635 -1.6690 7.1362 0.522
O 2.5036 0.9311 2.2503 -0.674
H -3.3336 0.2601 5.9728 0.296
C 2.5090 2.8589 4.2493 0.633
C 3.0004 4.0366 3.6796 -1.137
H 2.3370 4.6227 3.0470 0.486
N 0.9952 -0.4641 3.3715 -0.189
C 3.1333 0.9577 5.9156 0.403
C 1.9239 0.2508 6.0858 -0.590
H 1.1681 5.4647 7.4777 0.409
H 2.2706 3.2511 7.0640 0.442
C 4.7053 -0.3182 7.5673 -1.698
C -0.8450 -1.2537 6.2561 -1.603
H 6.5926 1.9332 7.7849 0.328
H 4.6820 5.3739 3.4296 0.391
O -1.2044 -0.4614 2.9185 -0.408
C 4.3279 4.4523 3.8924 -0.800
C -3.4084 -0.5326 2.0226 -1.346
H 6.2174 3.9877 4.9114 0.228
C 0.5603 4.5772 7.3034 -0.951
H 0.0929 -1.7974 6.1141 0.275
C 2.0878 -0.1669 2.6431 0.722
C 6.6201 1.7605 6.7023 -0.995
H -2.7170 3.5604 7.2314 0.274
H 1.9527 -0.8359 6.0356 0.321
H 7.1136 2.6016 6.2113 0.367
C 2.8388 -1.4349 2.3144 -1.199
H 3.5969 -1.6216 3.0805 0.190
C -1.6329 3.5430 7.1531 -1.218
C 1.1907 3.3529 7.0276 0.107
C -0.8391 4.6799 7.3589 -0.743
H 4.9482 0.1121 8.5494 0.340
N -1.5283 1.0807 6.6712 0.336
C -2.2855 0.3712 2.4689 -0.055
H 7.1928 0.8445 6.5170 0.288

Record 2
61
Properties=species:S:1:pos:R:3:mulliken_charge:R:1 method="wB97M-V/def2-TZVPD" total_charge=0 homo_lumo_gap_ev=8.2 smiles=N#Cc1c(NCCCO)nc(NCc2ccccc2)c2c1CCN(Cc1ccccc1)C2 de_lowest_kcal_mol=0.0 homo_energy_ev=-7.61 total_energy_ev=-36931.689
C 0.1508 -0.1874 3.6289 -0.929
H 2.9909 -0.7921 -2.7351 0.199
C -0.2998 3.9578 -0.7308 -0.664
C 3.1369 2.1964 -1.2634 -0.918
H -3.7702 -5.3467 -0.4414 0.380
H 1.1470 1.6375 3.2561 0.318
H -1.3301 -5.3303 -0.1332 0.404
C 0.3253 3.5110 -1.8816 -0.618
C -1.3591 1.8267 -0.4892 -0.466
N 2.6615 3.6681 1.9822 -0.638
C -3.2780 -2.0131 -0.2651 -0.578
H -1.4113 0.1006 2.1933 -0.318
H 0.3139 -0.0496 4.6996 0.380
C 2.3599 1.1823 -0.4756 0.832
C 0.1476 2.2077 -2.3295 1.104
H -5.0233 -3.2245 -0.5299 0.406
H 1.2287 -0.7822 -2.9226 0.635
H -1.6802 0.9803 3.7056 0.382
C 2.4132 2.6686 1.4674 -0.066
N 1.0074 -0.6829 1.0796 -0.075
C -3.2482 -4.4067 -0.3419 -0.581
H -0.9104 0.3758 -1.9930 0.443
H 4.1673 1.2678 -2.9232 0.375
H 0.5116 -2.8987 1.2176 0.236
N 0.9772 -2.1845 -0.6380 -0.125
H 0.4166 -1.2110 3.3561 0.318
C 1.3515 0.4833 1.6113 -0.325
C -1.9064 -2.0061 -0.0852 0.408
H -1.6171 3.4533 0.8796 0.451
H -1.3713 -1.0740 0.0153 -0.071
H -3.2517 -0.8976 3.5590 0.300
H -3.8224 -1.0804 -0.3064 0.482
H 1.1366 2.5326 -4.2001 0.467
C -1.3251 0.0401 3.2804 0.359
H 0.9601 4.1841 -2.4417 0.430
H 1.0429 -2.3696 -1.6243 0.307
C -1.8746 -4.3978 -0.1696 -0.878
C -3.9526 -3.2160 -0.3917 -0.716
H -1.8316 -2.2917 2.2901 0.251
H -0.1343 4.9672 -0.3847 0.409
H -2.0424 1.1771 0.0395 0.454
C -2.1963 -1.1099 3.7880 -0.720
H -2.0932 -1.2119 4.8713 0.414
C -1.1908 -3.1976 -0.0369 0.928
C 1.2929 -0.9409 -0.1934 -0.933
C -0.7234 1.3785 -1.6329 -0.149
H 0.2818 0.9858 -4.0824 0.416
H 3.3069 2.7490 -3.3562 0.412
C 2.0776 -0.2170 -2.5248 -1.614
H 2.6664 3.1726 -1.1274 0.290
N 1.0364 0.6955 2.9133 -0.142
O -1.8200 -2.3541 3.2546 -0.548
C -1.1334 3.1102 -0.0230 -0.615
C 1.9230 -0.0008 -1.0390 1.566
N 2.1707 1.0211 -3.2709 0.266
C 3.2466 1.8382 -2.7566 -1.233
H 4.1405 2.2727 -0.8343 0.728
C 0.3026 -3.1653 0.1771 -0.957
C 2.0659 1.4525 0.8716 0.509
C 0.9081 1.6966 -3.5323 -1.765
H 0.7306 -4.1507 -0.0302 0.381

Record 3
65
Properties=species:S:1:pos:R:3:mulliken_charge:R:1 method="wB97M-V/def2-TZVPD" total_charge=0 homo_lumo_gap_ev=8.8 smiles="CCOC(=O)c1ccc(NC(=O)C2=C(C)Nc3nc(CCCO)nn3[C@@H]2c2ccc(OC)cc2)cc1" de_lowest_kcal_mol=63.7 homo_energy_ev=-8.46 total_energy_ev=-45122.021
C -1.7681 4.8361 1.2102 0.313
H 4.7030 1.1339 -2.3251 0.341
H -2.9691 0.7050 -3.6659 0.354
C -2.7942 1.8693 -1.8827 0.878
H 2.9955 0.9395 1.7690 0.481
H 0.1655 -8.9069 1.1937 0.312
C -2.0772 -0.4229 -1.3453 -0.061
H 2.5550 2.1071 -2.3210 0.451
O 0.9340 3.9565 3.0339 -0.580
C -0.0498 -5.1395 -0.5996 0.222
H 6.0271 1.7256 -1.2922 0.249
H 0.1338 2.0881 -2.0661 0.445
H 1.3880 5.7401 3.8001 0.317
H -1.1485 6.8136 1.5168 0.249
H 0.5435 0.9226 2.0227 0.469
H 1.4700 -8.3255 2.2397 0.295
C -1.2305 -4.7448 -1.2263 -1.041
C 0.9855 1.1677 1.0684 0.455
H -0.7362 6.6420 3.9557 0.392
H 0.2352 3.5597 2.4842 0.542
O -2.8700 -0.9758 -2.0848 -0.736
C -2.1014 1.0292 -1.0713 0.041
C -2.3596 3.7162 -0.4586 0.598
O -0.3920 -7.4490 -1.0523 -0.634
O 4.3018 1.4731 -0.3162 -0.455
H -1.1833 4.9335 3.9360 0.369
C 0.2937 -6.5767 -0.5739 0.599
H 1.0391 -2.0938 0.3890 0.362
N -1.0793 -1.0943 -0.6808 0.211
C -0.7798 -2.4504 -0.6937 1.255
C -1.5890 6.0061 2.1081 -0.531
H 1.6276 -9.8799 1.4046 0.382
C 0.4048 -2.8449 -0.0628 -0.819
H -3.7362 2.3085 -3.7453 0.417
C 0.7178 5.3422 3.0327 -0.468
H 4.7438 2.8455 -1.8099 0.339
O 1.4687 -6.8107 0.0348 -0.344
H 1.6817 -4.4704 0.4714 0.452
C 2.9469 1.5062 -0.2870 0.837
C 2.1325 1.8365 -1.3666 -0.892
H 1.6137 -8.6903 -0.7965 0.319
C 1.2441 -8.8668 1.3239 -1.112
H -3.3987 3.8338 -2.2093 0.294
C 2.3554 1.1751 0.9350 -0.829
H 2.9698 -8.1314 0.2322 0.306
C 0.7671 -4.1721 -0.0158 -0.871
C 0.7566 1.8276 -1.2221 -0.249
H -1.8542 -5.5040 -1.6731 0.456
N -2.8561 3.2202 -1.6232 -0.049
H -4.4733 0.9796 -2.8302 0.267
H 1.0147 5.7756 2.0641 0.266
C 1.8829 -8.1714 0.1297 -0.253
N -1.7180 2.9013 0.3910 0.961
H -2.5831 6.3447 2.4146 0.279
C -1.5986 -3.4171 -1.2771 -0.276
H -1.6274 0.9485 1.0410 0.527
C 4.9643 1.8163 -1.5098 -0.869
C 0.1675 1.4820 -0.0149 -0.895
H -0.3851 -0.5296 -0.2074 -0.193
C -1.3439 1.5297 0.1494 -0.036
N -1.3320 3.6218 1.4617 -1.506
H -2.5093 -3.1165 -1.7666 0.488
C -0.7350 5.7358 3.3476 -0.774
C -3.5316 1.4494 -3.1095 -1.456
N -2.4204 4.9396 0.0217 -0.864

Record 4
64
Properties=species:S:1:pos:R:3:mulliken_charge:R:1 method="wB97M-V/def2-TZVPD" total_charge=+1 homo_lumo_gap_ev=7.8 de_lowest_kcal_mol=0.0 homo_energy_ev=-10.43 total_energy_ev=-171660.934
H -1.6055 -4.8964 0.3341 0.465
O -1.9575 -0.6832 0.5812 -0.516
C -1.3855 -4.5012 -0.6549 -0.726
C 0.9774 3.4577 -0.0082 -0.016
H 4.1550 -7.5106 0.2963 0.416
C 2.9314 2.2326 1.5403 -0.510
H 0.1172 -6.0179 -0.9982 0.170
O -1.2826 -1.9740 -1.3775 -0.530
H -2.9863 5.4239 2.3126 0.428
I 3.0056 -2.5846 1.5096 0.214
H -1.4741 5.5319 0.2893 0.322
C 5.7967 -6.2020 -0.1454 -0.477
H -3.3089 3.2260 2.5954 0.500
H -0.3372 3.1200 1.6548 0.324
H -2.3097 -4.1532 -1.1171 0.349
H 4.2508 2.5930 -0.1141 0.387
C -2.3805 0.6402 0.7278 0.873
H 3.6936 1.7610 2.1473 0.428
C -2.6892 1.3254 1.8709 -1.792
C -2.7857 2.5541 -0.6870 -0.779
C -2.4372 1.2418 -0.5195 0.001
S -0.4114 -2.9771 -0.4753 0.444
C 5.4532 -3.8805 0.3625 -0.486
H -1.2765 -6.1235 -2.0746 0.355
H -4.6822 4.9408 2.1330 0.432
H 7.2597 -4.6638 -0.4651 0.384
H 1.4018 2.0250 3.0317 0.414
H 0.2145 3.9345 -0.6114 0.272
H -2.8184 2.9904 -1.6753 0.524
C -4.7526 4.8281 -0.6005 -1.673
C 3.2445 2.6993 0.2696 -0.476
C -3.8414 5.4237 1.6337 -2.131
C -2.3578 5.5321 -0.3529 -1.643
B -1.7603 -0.7919 -0.7702 1.123
C -3.1044 3.2915 0.4659 0.363
Br 1.9893 -5.9462 1.4150 -0.139
H 1.6493 -3.8684 -1.1003 0.141
C 3.7090 -5.4736 0.7850 0.355
Zn 1.2786 0.3600 -0.4863 0.232
H -0.5296 -4.0637 -3.2700 0.268
C -3.0580 2.6646 1.7075 -0.016
C 2.2667 3.3121 -0.5061 -0.673
C 0.6669 2.9977 1.2657 -0.031
C -3.5099 4.7561 0.3001 2.017
H -2.0781 5.1122 -1.3195 0.310
C 0.8176 -3.4725 -1.6877 -0.240
C 4.5221 -6.4939 0.3054 -0.470
C 4.1689 -4.1633 0.8185 0.011
C 6.2627 -4.8959 -0.1171 -0.593
H -5.5867 4.2821 -0.1577 0.397
H -4.1187 6.4628 1.4537 0.427
C -0.5972 -5.4322 -1.5783 -0.442
C 0.1521 -4.5320 -2.5583 -0.712
H 0.9047 -5.0802 -3.1233 0.431
H -2.6527 6.5697 -0.5164 0.500
H -2.6487 0.8624 2.8464 0.464
O -2.0804 0.3142 -1.4985 -0.418
C 1.6426 2.3808 2.0382 -0.509
H -4.5617 4.4081 -1.5887 0.304
H 5.8171 -2.8630 0.3873 0.376
H 2.5093 3.6778 -1.4952 0.394
H -5.0576 5.8675 -0.7332 0.465
H 6.4264 -7.0004 -0.5132 0.379
H 1.1395 -2.5563 -2.1818 0.343

Record 5
67
Properties=species:S:1:pos:R:3:mulliken_charge:R:1 method="wB97M-V/def2-TZVPD" total_charge=-2 homo_lumo_gap_ev=5.0 homo_energy_ev=-1.20 total_energy_ev=-99393.084
N 6.3317 -1.1630 -0.9285 0.542
H 8.1687 2.8767 -3.8628 0.358
H -2.1790 -2.5701 2.3038 0.314
H -0.3931 5.3611 1.6858 0.374
H 0.1845 4.6483 -0.6157 0.384
H -5.6236 -2.7684 -0.3045 0.315
H -4.5780 0.4476 1.0963 0.403
H -5.3793 0.4145 -1.0541 0.301
H 5.7867 2.7844 -3.1539 0.338
C -2.8720 0.7129 -2.2573 -1.935
H -3.7740 -2.5983 -2.6262 0.318
H -3.6603 -4.7682 0.5838 0.467
C 0.0950 3.9264 0.1854 -0.628
H -1.0423 2.9335 5.7738 0.371
H -3.1092 1.5557 -1.6000 0.379
H -5.6406 -3.3706 1.3546 0.493
C 6.4731 1.9948 -2.8693 -0.500
H -3.0901 0.2922 2.0522 0.292
S 5.8224 -3.2111 0.3719 -0.184
H -3.6211 -3.5370 2.6850 0.508
H -2.1300 -3.9759 0.1436 0.295
C -0.5901 1.3357 4.4051 -0.365
H -1.7835 0.5837 -2.2500 0.306
C -0.1292 1.9990 2.1204 -0.082
C -0.3462 3.3568 2.4798 0.497
H -5.6440 -1.6240 1.0446 0.281
H -3.4903 -3.9500 -0.9801 0.275
C 6.0004 0.9407 -2.1050 -0.356
C -3.2700 -1.6544 -2.8556 -1.946
C -3.2191 -3.8918 0.0785 -1.793
S 8.3383 -3.0490 -1.1969 -0.490
C 4.6434 -1.8723 0.3834 0.152
C 8.6527 1.0272 -2.8771 -0.632
C 7.8036 2.0501 -3.2647 -0.419
H -3.5992 -1.3393 -3.8613 0.465
C -5.2365 -2.5801 0.6990 -1.816
H -5.6720 -1.2056 -1.6920 0.287
H -5.3918 0.1351 -2.8057 0.514
N 0.2063 1.6400 0.8527 -0.195
C -0.7886 2.6726 4.7549 -0.447
C 6.8603 -0.0950 -1.7196 0.507
H 4.9710 0.9060 -1.7875 0.552
H -3.1797 0.9884 -3.2800 0.492
C -5.0891 -0.2960 -1.8354 -1.806
C 8.1956 -0.0407 -2.1118 -0.413
H 9.6975 1.0472 -3.1679 0.328
Na 0.1779 -0.8732 0.8250 0.756
C -3.2682 -2.6127 2.1993 -1.946
H 8.8738 -0.8275 -1.8252 0.159
N 5.0828 -0.8896 -0.3511 -0.828
C 6.8945 -2.3660 -0.6749 0.335
H -3.6778 -1.7673 2.7586 0.360
H 0.5726 2.2234 -1.0704 0.449
C -3.7054 -2.5906 0.7276 1.970
S 3.2210 -1.9838 1.2866 -0.367
C -0.2249 4.3186 1.4534 -0.761
C -0.6726 3.6646 3.8195 0.483
H -2.1941 -1.8556 -2.8962 0.326
C 0.3091 2.5628 -0.0720 -0.548
Cl -0.9410 5.3357 4.3042 -0.332
Si -2.7743 -1.0368 -0.0675 0.192
C -3.4800 0.3927 1.0309 -1.366
C -0.2669 0.9008 3.0949 0.652
C -3.5837 -0.5729 -1.8161 1.923
O -0.1087 -0.3016 2.7634 -0.830
I -0.8236 -0.1532 5.8539 -0.049
H -3.1200 1.3627 0.6642 0.320

Record 6
61
Properties=species:S:1:pos:R:3:mulliken_charge:R:1 method="wB97M-V/def2-TZVPD" total_charge=+1 homo_lumo_gap_ev=5.8 homo_energy_ev=-11.81 total_energy_ev=-51349.897
C -0.7017 -4.0520 -3.5800 -0.044
C -2.4068 3.3383 1.1992 -0.946
H 1.0543 4.8799 1.9570 0.284
C 0.0295 -2.1037 -0.3913 1.504
H -0.2594 4.2428 -0.6535 0.257
F -1.8081 -4.5933 -4.1975 -0.310
C 0.5566 -4.4193 -4.0373 -0.606
H 0.9553 0.5298 3.2568 0.415
H -0.6745 2.4487 2.0671 0.244
H 3.6304 2.5828 -1.5396 0.303
C 1.6684 -3.8902 -3.3711 -0.632
H 4.4355 2.9736 -0.0002 0.329
C 2.0547 4.6520 1.5577 -1.089
C 1.3874 1.4401 2.8147 -1.493
H -4.5344 1.7582 -0.9301 0.426
C -2.0037 -2.7490 2.7840 0.136
Si 1.9679 3.3950 0.1396 0.475
H 3.7476 0.5398 0.9723 0.435
C -1.4349 2.3559 1.2888 -0.099
H 0.6618 -5.0760 -4.8981 0.462
C 2.8470 0.1707 0.4547 -1.205
C -1.1543 -2.1636 1.8435 -0.467
H 2.4949 5.5894 1.1768 0.380
C -0.9716 -2.7644 0.5850 -0.118
H -0.6485 -1.2274 2.0714 0.427
F -2.2352 -2.0927 3.9748 -0.309
H 2.3676 -2.6697 -1.7166 0.419
C 0.2257 -2.8909 -1.6999 0.052
C -1.4113 1.2216 0.4096 1.239
C -1.6594 -3.9616 0.3187 -0.803
H 3.0216 0.1824 -0.6318 0.311
H 0.4897 -0.3819 -1.5432 0.401
H 0.9967 -2.1487 0.1306 0.195
H 2.4295 1.5449 3.1520 0.408
H 1.0896 4.8135 -1.6804 0.425
C 3.6502 3.2907 -0.6998 -1.122
C -3.5260 3.1409 0.3865 -0.438
C -3.6370 1.9517 -0.3436 -0.837
C -2.4613 -4.5295 1.3081 0.238
H -2.7876 0.0751 -0.8812 0.524
F -3.0797 -5.7301 1.0355 -0.311
H -2.2912 4.2466 1.7936 0.466
H 0.8330 2.3069 3.1989 0.541
C 1.5052 -3.1128 -2.2231 -0.418
C -2.6260 -3.9751 2.5716 -0.835
H -4.3106 3.8936 0.3515 0.454
C -0.2389 -0.6829 -0.7748 -1.470
H -3.2345 -4.4457 3.3386 0.512
C -0.2182 0.4631 0.2281 0.484
H -1.8916 -2.9744 -2.1395 0.716
Si 1.3752 1.2542 0.9341 0.299
H 2.6720 -4.0898 -3.7472 0.408
C -2.6305 0.9988 -0.3196 -0.631
H -1.6307 -4.4760 -0.6367 0.698
H 3.9212 4.2822 -1.0931 0.392
C -0.8862 -3.2319 -2.4639 -0.650
C 0.6880 3.9501 -1.1258 -1.027
H 2.6353 -0.8582 0.7836 0.431
H 2.6858 4.2871 2.3827 0.340
H 0.4777 3.1447 -1.8434 0.305
H -1.2012 -0.6542 -1.3048 0.527

Record 7
66
Properties=species:S:1:pos:R:3:lowdin_spin:R:1 method="wB97M-V/def2-TZVPD" total_charge=+2 homo_lumo_gap_ev="7.8 / 7.0" de_lowest_kcal_mol=0.0 homo_energy_ev="-13.71 / -13.95" multiplicity=2 total_energy_ev=-68932.660
C 3.5657 1.6818 -1.1804 0.005
C 1.5966 5.9861 -0.3435 0.006
H 2.9937 -3.6889 -4.8227 0.000
C 2.0253 -0.8307 3.0359 0.000
C 4.0925 -0.5483 0.4066 0.001
H 4.6240 1.4987 -1.3674 0.001
C -0.9009 1.7747 -3.4355 0.001
H -0.4764 2.2214 -4.3230 0.000
N 0.9443 -0.8428 2.2583 -0.005
P 0.6838 -2.0815 -0.7428 0.010
N -0.5343 0.7604 -1.3067 -0.004
C 1.9874 -3.0210 -3.0565 0.000
H -3.8184 0.9069 -1.9734 0.000
C -0.8648 -2.5836 -1.5422 0.003
C 1.6728 5.8014 1.0050 0.000
C 2.9434 -2.9292 -4.0546 0.000
N 0.9807 3.6711 -0.5933 0.005
H 1.7984 6.9439 -0.7955 0.000
O -2.3070 -2.2211 1.9073 0.075
S 0.5841 2.1058 1.5754 0.028
C -2.7568 1.0433 -2.1308 0.001
H -1.1726 -1.8480 -2.2837 0.000
P 2.7646 0.1354 -0.6445 0.013
H 0.2669 -3.8001 0.9096 0.000
H -3.0211 -0.8826 -0.1059 0.003
C 1.1116 -3.5220 0.2773 -0.001
C -0.0738 1.3349 -2.4266 -0.002
C -1.3521 -1.4883 1.7947 0.025
C 2.8274 -0.9816 -2.0758 -0.001
N -1.2366 -0.4384 0.9194 0.167
C 3.8335 -1.8623 -4.0735 0.000
C -0.1012 -1.6129 2.6335 -0.001
C 1.0744 -2.4334 4.5303 0.000
H 1.9396 6.5711 1.7154 0.000
H 0.9982 1.4344 -2.5034 0.000
H 3.0270 -1.5610 4.7768 0.000
C -0.0727 -2.4224 3.7475 0.000
C -1.8679 0.6113 -1.1585 0.000
H 1.3516 -4.3660 -0.3704 0.000
H 3.7812 -1.4995 0.8388 0.000
H -0.7311 -3.5482 -2.0323 0.000
H -2.9717 0.6931 0.6603 0.008
H 3.4806 2.4152 -0.3806 0.000
H 1.1802 4.9402 -2.1814 0.000
C 3.7829 -0.8928 -3.0843 0.000
C 1.0345 3.5149 0.7325 0.007
H 1.9726 -3.3016 0.9082 0.000
C -2.2735 1.6283 -3.2853 -0.001
H 4.4921 -0.0752 -3.1049 0.000
C 1.9171 -2.0400 -2.0703 -0.002
H -2.9527 1.9602 -4.0587 0.000
H 4.3248 0.1501 1.2115 0.000
H 4.5735 -1.7914 -4.8592 0.000
H 4.9958 -0.7069 -0.1826 0.000
H 1.1341 -3.0582 5.4110 0.000
H 1.2939 -3.8528 -3.0630 0.000
C 2.1295 -1.6104 4.1771 0.000
H -1.6424 -2.6956 -0.7848 0.000
Ru 0.5619 0.0119 0.3297 0.638
C -2.3645 -0.0348 0.1098 0.015
H 1.4359 4.4283 2.5090 0.000
H -0.9466 -3.0144 3.9829 0.000
N 1.4066 4.5800 1.5074 0.007
H 2.8181 -0.1585 2.7431 0.000
C 1.2485 4.8607 -1.1015 0.000
H 3.1098 2.0907 -2.0799 0.000